{"formula": "C4H8O2", "method": "ωB97M-V with the def2-TZVPD basis set", "molar_mass_g_mol": 88.106, "max_force_ev_per_a": 0.95, "e_lumo_ha": 0.034, "homo_energy_ha": -0.319, "species": ["O", "O", "C", "C", "C", "C", "H", "H", "H", "H", "H", "H", "H", "H"], "positions_angstrom": [[-1.502, -0.423, -1.215], [1.890, 0.141, 0.542], [-0.364, 0.761, 0.135], [0.853, 0.107, -0.424], [-1.376, 0.995, -0.980], [-0.492, -0.696, -0.243], [2.573, -0.499, 0.309], [0.924, -1.318, 2.091], [-1.016, 1.454, -1.904], [-0.360, 1.206, 1.122], [1.252, 0.245, -1.426], [0.492, -1.732, 2.527], [-2.299, 1.474, -0.653], [-0.576, -1.715, 0.117]], "atomic_forces_ev_per_a": [[0.63, -0.11, -0.51], [-0.44, -0.79, -0.15], [-0.15, 0.12, 0.00], [-0.33, -0.06, -0.25], [0.04, 0.11, 0.04], [0.58, -0.26, -0.02], [-0.13, -0.03, -0.01], [0.04, 0.04, 0.05], [0.10, 0.36, 0.31], [0.13, 0.16, -0.19], [-0.45, 0.43, -0.15], [-0.05, -0.11, 0.12], [-0.16, -0.25, -0.07], [0.18, 0.41, 0.84]], "nbo_charge": [-0.5140, -0.6981, -0.2959, 0.0491, -0.0582, 0.0600, 0.4750, 0.0068, 0.1803, 0.2391, 0.1735, -0.0146, 0.1846, 0.2123]}


{"formula": "C4H8O2", "method": "ωB97M-V with the def2-TZVPD basis set", "molar_mass_g_mol": 88.106, "max_force_ev_per_a": 0.29, "e_lumo_ha": [0.007, 0.007], "homo_energy_ha": [-0.280, -0.279], "species": ["O", "O", "C", "C", "C", "C", "H", "H", "H", "H", "H", "H", "H", "H"], "positions_angstrom": [[-1.391, 1.278, -0.160], [-0.586, -0.976, -1.321], [-1.586, 0.430, 0.714], [1.365, 0.966, -0.420], [-0.117, -1.051, -0.058], [1.076, -0.177, 0.289], [1.077, 1.085, -1.457], [-0.929, -0.052, -1.410], [1.403, -0.268, 1.324], [-0.190, -2.040, 0.394], [-2.331, -0.376, 0.586], [1.373, -1.175, -0.259], [-1.222, 0.581, 1.746], [1.978, 1.741, 0.026]], "atomic_forces_ev_per_a": [[-0.09, -0.10, 0.20], [-0.06, 0.18, 0.06], [-0.05, 0.10, 0.07], [0.08, -0.09, -0.06], [0.08, -0.24, -0.01], [-0.09, 0.24, 0.15], [-0.03, -0.04, 0.15], [0.10, -0.10, -0.09], [-0.06, 0.00, -0.16], [0.04, 0.14, -0.04], [0.11, 0.10, -0.06], [0.04, -0.05, 0.01], [0.01, -0.02, -0.16], [-0.10, -0.12, -0.06]], "nbo_charge": [-0.6100, -0.6949, 0.1700, -0.4113, 0.0384, -0.4734, 0.2062, 0.5004, 0.2452, 0.1988, 0.1363, 0.3605, 0.1242, 0.2095]}


{"formula": "C4H8O2", "method": "ωB97M-V with the def2-TZVPD basis set", "molar_mass_g_mol": 88.106, "max_force_ev_per_a": 0.34, "smiles": "CC1OCCO1", "e_lumo_ha": 0.039, "homo_energy_ha": -0.360, "species": ["O", "O", "C", "C", "C", "C", "H", "H", "H", "H", "H", "H", "H", "H"], "positions_angstrom": [[0.463, -0.953, 0.645], [-0.068, 0.214, -1.240], [1.566, -0.123, 0.329], [-1.794, -0.197, 0.431], [-0.569, -0.712, -0.299], [0.957, 0.935, -0.584], [-2.139, -0.952, 1.144], [1.644, 1.321, -1.339], [-0.791, -1.634, -0.853], [-2.599, 0.025, -0.275], [0.545, 1.777, -0.010], [2.345, -0.700, -0.187], [-1.542, 0.712, 0.986], [1.983, 0.289, 1.253]], "atomic_forces_ev_per_a": [[0.00, -0.07, 0.03], [-0.03, -0.02, -0.06], [0.27, 0.16, -0.07], [-0.04, 0.01, 0.03], [-0.32, -0.11, 0.01], [0.19, 0.16, 0.11], [0.03, 0.11, -0.09], [-0.07, -0.06, 0.10], [0.05, 0.10, 0.10], [0.09, -0.06, 0.05], [0.04, -0.11, -0.04], [-0.11, 0.05, 0.03], [-0.04, -0.11, -0.08], [-0.08, -0.05, -0.12]], "nbo_charge": [-0.5333, -0.5215, -0.0939, -0.6479, 0.3748, -0.1031, 0.2196, 0.1983, 0.1582, 0.2160, 0.1650, 0.1695, 0.2095, 0.1887]}


{"formula": "C4H8O2", "method": "ωB97M-V with the def2-TZVPD basis set", "molar_mass_g_mol": 88.106, "max_force_ev_per_a": 4.10, "e_lumo_ha": 0.002, "homo_energy_ha": -0.347, "species": ["O", "O", "C", "C", "C", "C", "H", "H", "H", "H", "H", "H", "H", "H"], "positions_angstrom": [[0.884, 0.096, 0.245], [-1.310, -0.333, -0.028], [-0.405, 0.602, 0.377], [-0.342, -0.994, -1.586], [-0.272, 0.908, 1.941], [1.052, -0.746, -1.171], [1.644, -0.068, -1.793], [0.553, 1.620, 2.142], [-0.745, -1.994, -1.504], [-0.578, 1.580, -0.140], [-0.736, -0.391, -2.405], [-0.086, -0.014, 2.509], [-1.219, 1.355, 2.217], [1.612, -1.626, -0.843]], "atomic_forces_ev_per_a": [[1.57, -1.70, -3.39], [1.40, -1.13, -2.44], [1.08, 0.52, 1.40], [-1.89, 1.20, 2.47], [-0.93, -0.10, -0.78], [-0.27, 1.84, 3.05], [-0.30, -0.32, -0.03], [-0.52, -0.39, -0.44], [0.11, 0.01, -0.14], [0.33, -0.46, -0.02], [-0.03, -0.12, 0.32], [-0.19, 0.25, -0.34], [-0.14, 0.13, 0.51], [-0.20, 0.27, -0.18]], "nbo_charge": [-0.5356, -0.5662, 0.3662, -0.0863, -0.6059, -0.1761, 0.2109, 0.2200, 0.2192, 0.1081, 0.2075, 0.2196, 0.2031, 0.2157]}


{"formula": "C4H8O2", "method": "ωB97M-V with the def2-TZVPD basis set", "molar_mass_g_mol": 88.106, "max_force_ev_per_a": 0.63, "smiles": "C=C.C=O.C=O", "e_lumo_ha": 0.027, "homo_energy_ha": -0.365, "species": ["O", "O", "C", "C", "C", "C", "H", "H", "H", "H", "H", "H", "H", "H"], "positions_angstrom": [[1.531, -1.404, 0.613], [1.238, 1.479, -0.585], [-1.644, -0.985, 0.210], [2.066, -0.982, -0.387], [0.724, 1.628, 0.499], [-2.087, 0.132, -0.359], [3.047, -0.476, -0.358], [0.656, 0.803, 1.229], [1.617, -1.098, -1.390], [-2.078, -1.367, 1.131], [-0.818, -1.558, -0.200], [0.307, 2.606, 0.806], [-2.905, 0.707, 0.070], [-1.653, 0.515, -1.280]], "atomic_forces_ev_per_a": [[0.33, 0.23, -0.49], [-0.18, 0.09, 0.46], [-0.06, 0.15, -0.06], [-0.12, -0.19, 0.34], [0.14, -0.02, -0.26], [0.02, -0.15, 0.06], [-0.09, -0.07, 0.02], [0.03, 0.05, -0.09], [0.00, -0.01, 0.11], [0.03, 0.08, -0.13], [-0.15, 0.11, 0.05], [0.01, -0.10, -0.08], [0.10, -0.10, -0.05], [-0.05, -0.07, 0.14]], "nbo_charge": [-0.5467, -0.5244, -0.3730, 0.2940, 0.2886, -0.4143, 0.1170, 0.1389, 0.1149, 0.1934, 0.2063, 0.1165, 0.1925, 0.1964]}


{"formula": "C4H8O2", "method": "ωB97M-V with the def2-TZVPD basis set", "molar_mass_g_mol": 88.106, "max_force_ev_per_a": 0.37, "e_lumo_ha": -0.006, "homo_energy_ha": -0.317, "species": ["O", "O", "C", "C", "C", "C", "H", "H", "H", "H", "H", "H", "H", "H"], "positions_angstrom": [[2.229, -0.189, 0.273], [-0.525, 0.612, 0.814], [1.329, -0.815, -0.619], [0.153, -0.113, -1.149], [-1.701, -0.199, 0.714], [-0.064, 1.179, -0.424], [0.967, -1.781, -0.217], [-2.387, 0.176, -0.058], [1.721, 0.041, 1.063], [-1.459, -1.242, 0.469], [-0.822, 1.845, -0.858], [1.894, -1.097, -1.516], [-2.178, -0.170, 1.697], [0.842, 1.752, -0.186]], "atomic_forces_ev_per_a": [[-0.03, 0.03, 0.27], [-0.07, -0.01, 0.06], [-0.18, -0.01, -0.28], [0.37, 0.00, 0.04], [-0.25, -0.12, 0.05], [-0.05, 0.07, -0.08], [0.01, 0.09, -0.14], [0.16, 0.02, 0.23], [0.09, -0.01, -0.03], [-0.03, 0.24, 0.08], [0.05, -0.22, 0.06], [0.08, -0.04, -0.02], [0.02, 0.05, -0.16], [-0.17, -0.10, -0.08]], "nbo_charge": [-0.7276, -0.5354, -0.2800, 0.1430, -0.2589, -0.2199, 0.2240, 0.1879, 0.4744, 0.1804, 0.1756, 0.2457, 0.1916, 0.1994]}


{"formula": "C4H8O2", "method": "ωB97M-V with the def2-TZVPD basis set", "molar_mass_g_mol": 88.106, "max_force_ev_per_a": 0.59, "smiles": "CO[C@@H](C)C=O", "e_lumo_ha": 0.038, "homo_energy_ha": -0.356, "species": ["O", "O", "C", "C", "C", "C", "H", "H", "H", "H", "H", "H", "H", "H"], "positions_angstrom": [[-0.926, 2.238, 0.513], [0.822, -0.683, -0.045], [1.926, 0.079, -0.481], [-0.514, 1.138, 0.792], [-0.408, -0.013, -0.201], [-1.517, -1.022, 0.090], [-2.455, -0.518, 0.341], [-0.206, 0.873, 1.828], [-1.214, -1.647, 0.935], [-1.693, -1.667, -0.774], [2.021, 1.026, 0.072], [-0.509, 0.410, -1.213], [2.819, -0.525, -0.303], [1.854, 0.312, -1.553]], "atomic_forces_ev_per_a": [[0.20, -0.53, 0.17], [-0.05, -0.05, 0.01], [0.25, 0.15, -0.08], [-0.17, 0.34, -0.11], [-0.22, 0.04, -0.06], [-0.02, 0.00, 0.02], [0.09, -0.04, -0.08], [0.01, 0.07, -0.09], [-0.07, 0.11, -0.09], [0.09, 0.07, 0.12], [-0.02, -0.15, -0.07], [0.04, -0.06, 0.15], [-0.12, 0.11, -0.04], [-0.01, -0.05, 0.15]], "nbo_charge": [-0.5095, -0.5257, -0.2535, 0.4175, -0.0106, -0.6203, 0.2193, 0.1111, 0.2247, 0.2264, 0.1678, 0.1827, 0.1992, 0.1710]}


{"formula": "C4H8O2", "method": "ωB97M-V with the def2-TZVPD basis set", "molar_mass_g_mol": 88.106, "max_force_ev_per_a": 0.28, "e_lumo_ha": 0.033, "homo_energy_ha": -0.321, "species": ["O", "O", "C", "C", "C", "C", "H", "H", "H", "H", "H", "H", "H", "H"], "positions_angstrom": [[-1.471, -0.456, 0.300], [0.870, -1.409, -0.421], [-0.453, 0.529, 0.270], [-0.571, 1.293, -1.037], [0.804, -1.426, 1.279], [0.870, -0.216, 0.436], [0.151, 2.115, -1.080], [-0.081, -1.540, -0.635], [-1.195, -1.052, 1.039], [1.827, -1.759, 1.497], [1.777, 0.363, 0.253], [-1.579, 1.706, -1.131], [-0.395, 0.629, -1.891], [-0.555, 1.223, 1.120]], "atomic_forces_ev_per_a": [[-0.04, -0.06, 0.20], [-0.15, -0.10, -0.13], [0.13, 0.15, -0.06], [0.02, 0.02, -0.03], [0.25, 0.12, 0.03], [-0.06, 0.12, 0.04], [-0.08, -0.13, 0.03], [0.18, -0.04, 0.02], [-0.10, 0.03, -0.14], [-0.15, 0.04, -0.05], [-0.14, -0.07, 0.05], [0.15, -0.04, 0.02], [-0.02, 0.08, 0.11], [0.03, -0.12, -0.08]], "nbo_charge": [-0.7503, -0.5542, 0.0589, -0.6259, -0.2896, -0.0270, 0.2134, 0.5185, 0.4990, 0.1508, 0.1931, 0.2284, 0.2089, 0.1760]}


{"formula": "C4H8O2", "method": "ωB97M-V with the def2-TZVPD basis set", "molar_mass_g_mol": 88.106, "max_force_ev_per_a": 13.80, "e_lumo_ha": 0.021, "homo_energy_ha": -0.374, "species": ["O", "O", "C", "C", "C", "C", "H", "H", "H", "H", "H", "H", "H", "H"], "positions_angstrom": [[1.897, -0.545, -1.057], [0.005, -1.381, -1.806], [0.592, 0.183, 1.469], [-0.164, -0.138, 0.381], [-1.120, 0.913, -0.303], [0.720, -0.591, -0.890], [1.236, -0.659, 1.884], [-0.685, 1.813, -0.122], [1.047, 1.035, 1.119], [-0.999, -1.032, 0.733], [-1.899, 1.000, 0.090], [-1.383, 0.707, -1.231], [0.696, -1.801, -2.713], [0.056, 0.495, 2.445]], "atomic_forces_ev_per_a": [[0.84, 1.42, 0.79], [1.87, -0.80, -2.89], [1.80, 0.07, 6.62], [-6.80, -4.93, -5.84], [11.41, -2.28, -0.59], [-0.82, -3.40, -0.22], [-0.26, 1.24, -1.11], [1.57, 3.02, -0.47], [2.56, 2.07, 0.20], [2.58, 1.72, -1.61], [-11.93, 0.73, 6.88], [-0.20, -0.91, -4.62], [-2.75, 2.40, 4.64], [0.13, -0.34, -1.79]], "nbo_charge": [-0.5856, -0.7344, -0.6375, -0.2630, -0.5633, 0.7999, 0.2368, 0.1935, 0.2163, 0.2097, 0.1870, 0.2185, 0.5015, 0.2207]}


In order of appearance, ΔE to the lowest compared entry with this formula, charge and spin = 453.3; 533.0; 118.0; 371.3; 311.1; 519.3; 150.4; 433.4; 428.1 kJ/mol.